ORCA calculation (ωB97M-V with the def2-TZVPD basis set) on C3H5BrN4O2 as an isolated structure in a non-equilibrium geometry.

Computed properties:
frontier orbital gap (spin up / spin down): 8.098 / 8.098 eV
energy above the lowest of the compared OMol25 structures with the same formula, charge and spin: 1.773 eV
E_LUMO (spin up / spin down): -0.33 / -0.33 eV
E_HOMO (spin up / spin down): -8.424 / -8.423 eV

```
! wB97M-V def2-TZVPD RIJCOSX def2/J DEFGRID3
* xyz 0 1
C 0.2791 0.6879 1.6683
C -1.3024 0.1550 0.1501
C 1.1469 -1.2849 -0.8466
N -0.9058 0.4516 1.3937
N 1.1132 0.4998 0.5890
N 0.5425 0.0052 -0.5177
N -1.6656 1.2879 -0.7593
O -2.1556 1.0212 -1.8170
O -1.3253 2.3732 -0.3601
Br -2.1851 -1.4453 -0.1493
H 0.5867 1.0734 2.6832
H 1.7305 -1.6269 -0.0853
H 0.2283 -2.0366 -0.9965
H 1.8467 -1.2175 -1.7368
H 2.0659 0.0561 0.7842
*
```